# 1
Formula: C7H12O3Sn
Source: OMol25
Level of theory: ωB97M-V/def2-TZVPD

Computed properties:
- frontier orbital gap (alpha / beta) (eV) = 3.6 / 5.5
- LUMO energy (alpha / beta) (eV) = -6.044 / -6.043
- expectation value of S² = 0.75
- HOMO energy (alpha / beta) (eV) = -9.64 / -11.58

ORCA input file:
```
! wB97M-V def2-TZVPD RIJCOSX def2/J DEFGRID3
* xyz 1 2
C 1.39 -2.71 -4.27
C 1.23 -3.17 -5.51
H -0.17 -0.29 -3.65
H 1.85 -1.75 -4.07
H 1.47 -4.20 -5.78
H 0.78 -2.55 -6.29
H 1.52 -3.50 -3.51
O 1.66 -0.39 3.08
C 1.08 -0.88 2.07
O 0.90 -2.12 1.96
O 0.68 -0.04 1.13
C 0.04 -0.58 -0.02
C -0.34 0.59 -0.91
C -1.18 0.29 -2.05
C -0.86 0.61 -3.40
Sn 1.80 -2.26 3.67
H -0.85 -1.16 0.28
H 0.73 -1.25 -0.55
H 0.49 1.26 -1.16
H -1.09 1.23 -0.37
H -2.11 -0.26 -1.87
H -1.70 0.49 -4.09
H -0.27 1.52 -3.55
*
```

Mulliken population analysis, charges in e, atoms 1 to 6:
1. C -0.4862
2. C -0.4867
3. H 0.0232
4. H 0.3152
5. H 0.2319
6. H 0.2395

# 2
Formula: C26H52O12
Source: OMol25
Level of theory: ωB97M-V/def2-TZVPD

Computed properties:
- frontier orbital gap (eV) = 10.2
- structure (SMILES) = CCOC(C)=O.CCOC(C)=O.CCOC(C)=O.CCOC(C)=O.CCOC(C)=O.CC(C)=O.CC(C)=O
- LUMO energy (eV) = 0.204
- ΔE to the lowest compared entry with this formula, charge and spin (kJ/mol) = 1185.83
- HOMO energy (eV) = -9.97

ORCA input file:
```
! wB97M-V def2-TZVPD RIJCOSX def2/J DEFGRID3
* xyz 0 1
C -0.53 -3.07 3.07
C 0.60 -3.49 1.97
O 0.21 -2.92 0.78
C 1.01 -3.40 -0.26
C 0.87 -2.38 -1.43
O 1.68 -4.38 -0.37
H -0.33 -3.69 3.82
H -1.58 -3.17 2.79
H -0.57 -1.95 3.44
H 1.62 -3.03 2.39
H 0.50 -4.59 2.08
H 1.69 -2.79 -2.02
H 0.82 -1.31 -1.27
H 0.18 -2.68 -1.95
C 2.40 -0.03 2.34
C 3.73 -0.57 2.50
O 3.93 -1.60 1.57
C 4.92 -2.48 1.72
C 4.76 -3.58 0.70
O 5.71 -2.40 2.54
H 2.18 0.96 3.03
H 1.52 -0.97 2.54
H 2.09 0.35 1.43
H 4.53 0.21 2.51
H 3.83 -1.14 3.36
H 5.78 -4.10 0.69
H 4.77 -3.15 -0.31
H 3.85 -3.97 0.67
C 4.44 0.03 -1.71
C 3.26 0.94 -1.68
O 2.22 0.51 -2.45
C 1.29 1.42 -2.85
C 0.28 0.84 -3.71
O 1.18 2.53 -2.32
H 4.73 -0.18 -2.76
H 4.16 -0.87 -1.07
H 5.19 0.46 -0.97
H 2.87 1.37 -0.79
H 3.47 2.01 -1.99
H 1.01 0.45 -4.52
H -0.39 1.63 -4.25
H -0.29 -0.01 -3.45
C 3.54 3.83 1.88
C 3.14 4.19 3.31
O 1.95 3.49 3.40
C 1.28 3.50 4.64
C -0.03 2.75 4.58
O 1.68 4.13 5.64
H 4.58 4.19 1.99
H 3.06 4.38 1.27
H 3.55 2.67 1.92
H 3.85 3.70 4.05
H 3.24 5.22 3.37
H -0.45 3.33 3.77
H -0.52 2.50 5.50
H 0.07 1.76 3.88
C -5.55 -1.00 -2.42
C -4.07 -1.53 -2.86
O -4.00 -1.43 -4.32
C -2.88 -1.99 -4.89
C -3.01 -1.79 -6.45
O -2.02 -2.60 -4.25
H -5.41 -0.87 -1.35
H -6.20 -1.79 -2.84
H -5.86 -0.03 -2.99
H -3.38 -0.91 -2.44
H -3.93 -2.47 -2.62
H -2.79 -0.80 -6.98
H -4.03 -2.09 -6.95
H -2.31 -2.45 -6.68
C -5.45 2.21 0.55
C -5.05 2.57 -0.93
C -3.60 3.03 -1.19
O -5.97 2.39 -1.94
H -4.55 2.46 1.21
H -6.00 1.13 0.61
H -6.24 2.99 0.54
H -3.26 3.01 -2.23
H -2.81 2.38 -0.90
H -3.45 4.22 -0.84
C -3.15 -0.88 0.99
C -1.98 -0.02 0.45
C -1.10 0.84 1.31
O -1.65 -0.17 -0.82
H -3.15 -1.55 0.30
H -3.95 -0.20 1.19
H -2.96 -1.23 2.05
H -1.94 1.36 1.84
H -0.37 1.54 0.87
H -0.47 0.23 2.00
*
```

Mulliken population analysis, charges in e, atoms 1 to 6:
1. C -1.2392
2. C -0.0389
3. O 0.0123
4. C 0.5186
5. C -1.4250
6. O -0.6101

# 3
Formula: C5H7NO
Source: OMol25
Level of theory: ωB97M-V/def2-TZVPD

Computed properties:
- frontier orbital gap (eV) = 10.1
- LUMO energy (eV) = 0.363
- ΔE to the lowest compared entry with this formula, charge and spin (kJ/mol) = 472.27
- HOMO energy (eV) = -9.73

ORCA input file:
```
! wB97M-V def2-TZVPD RIJCOSX def2/J DEFGRID3
* xyz 0 1
C 3.95 -0.29 0.23
C 0.58 -0.83 -0.17
C -0.74 -0.20 -0.20
C -0.86 1.30 -0.32
C -1.92 -0.83 0.46
N 4.81 0.45 0.00
O -0.04 -0.90 -1.29
H 3.27 -1.07 0.36
H -0.80 1.78 0.67
H -1.70 1.81 -0.92
H 0.17 1.61 -0.83
H -2.00 -0.72 1.56
H -2.06 -1.87 0.45
H -2.66 -0.23 0.01
*
```

Mulliken population analysis, charges in e, atoms 1 to 6:
1. C 0.1256
2. C -0.8319
3. C 1.6632
4. C -1.1708
5. C -1.3964
6. N -0.3567

# 4
Formula: C2H5N3S
Source: OMol25
Level of theory: ωB97M-V/def2-TZVPD

Computed properties:
- frontier orbital gap (eV) = 8.7
- structure (SMILES) = C=NN/C=N\S
- LUMO energy (eV) = 0.658
- ΔE to the lowest compared entry with this formula, charge and spin (kJ/mol) = 373.05
- HOMO energy (eV) = -8.07

ORCA input file:
```
! wB97M-V def2-TZVPD RIJCOSX def2/J DEFGRID3
* xyz 0 1
C 1.05 1.48 -0.77
N 0.08 0.88 -0.20
N 0.20 -0.53 -0.51
C -0.59 -1.46 0.00
N -1.31 -1.41 1.03
S -1.70 -0.28 2.32
H 2.00 0.98 -1.35
H 0.86 2.57 -0.67
H 0.72 -0.72 -1.30
H -0.54 -2.32 -0.67
H -0.76 0.83 2.13
*
```

Mulliken population analysis, charges in e, atoms 1 to 6:
1. C -0.2951
2. N -0.3560
3. N -0.0636
4. C 0.1348
5. N -0.4658
6. S -0.1228